*one*
DFT (ωB97M-V/def2-TZVPD) results for an isolated molecule of C4H4S3.

Last column: Löwdin charge in e.
Cartesian coordinates (Å):
S (-3.6310, 0.0044, -0.0018)  0.595
S (-1.0261, 1.5190, 0.0703)  0.882
S (-1.0394, -1.5135, -0.0774)  0.879
C (-2.0168, 0.0044, -0.0070)  -1.424
C (0.4141, 0.6056, -0.4475)  -0.624
C (1.7149, -0.0019, -0.0020)  -0.079
C (0.4104, -0.6078, 0.4388)  -0.622
H (0.2559, -0.3241, 1.4888)  0.095
H (2.3084, -0.4158, -0.8196)  0.111
H (2.3128, 0.3729, 0.8301)  0.109
H (0.2969, 0.3569, -1.4726)  0.079

Values from the calculation:
multiplicity: 1
SMILES string: S=C1S[C@H]2C[C@@H]2S1
gap between HOMO and LUMO: 0.3112 Eh
HOMO: -8.702 eV

*two*
DFT (ωB97M-V/def2-TZVPD) results for an isolated molecule of C4H4S3.

Last column: Löwdin charge in e.
Cartesian coordinates (Å):
S (-1.5980, -2.0322, 1.0644)  0.553
S (0.7726, -0.2304, 1.0620)  0.852
S (0.0769, 0.0406, -2.2787)  0.656
C (-0.7815, -0.6934, 0.5129)  -1.120
C (0.7782, 1.2910, -1.2977)  -0.570
C (0.8011, 2.5485, 0.9358)  0.009
C (0.9402, 1.3854, 0.1989)  -0.637
H (0.9605, 3.6828, 0.6428)  0.107
H (0.4497, 2.5139, 2.0833)  0.111
H (-1.0211, -0.1003, -0.4236)  -0.075
H (1.1594, 2.2662, -1.9655)  0.115

Values from the calculation:
multiplicity: 1
SMILES string: C=C(C=S)SC=S
gap between HOMO and LUMO: 0.2487 Eh
HOMO: -8.486 eV

Which structure wins on stability? *one* wins.

*one*
DFT (ωB97M-V/def2-TZVPD) results for a 2-piece molecular cluster, C2H4FNO2 overall.

Last column: Löwdin charge in e.
Cartesian coordinates (Å):
F (1.1441, 2.5958, 0.3083)  -0.069
O (-1.3901, -1.9293, -0.7109)  0.042
O (-2.4521, -0.2340, 0.1188)  0.059
N (-1.3990, -0.8149, -0.1443)  -0.375
C (1.0619, -0.7456, -0.2918)  0.138
C (-0.1098, -0.1605, 0.1022)  -0.049
H (1.8978, -0.4121, 0.1897)  0.046
H (-0.0902, 0.6123, 0.8245)  0.079
H (1.0750, -1.4855, -1.0018)  0.051
H (0.2623, 2.5737, 0.6053)  0.078

Values from the calculation:
multiplicity: 1
SMILES string: C=C[N+](=O)[O-].F
gap between HOMO and LUMO: 0.3697 Eh
HOMO: -11.024 eV

*two*
DFT (ωB97M-V/def2-TZVPD) results for a 2-piece molecular cluster, C2H4FNO2 overall.

Last column: Löwdin charge in e.
Cartesian coordinates (Å):
F (-1.5459, 2.3271, 0.1536)  -0.460
O (-3.2163, -0.8643, 0.6532)  0.123
O (-2.1989, -0.9484, -1.2828)  0.088
N (-2.2510, -0.6467, -0.0739)  -0.374
C (-1.0277, -0.2316, 0.4575)  0.060
C (0.1705, -0.0016, -0.3624)  -0.069
H (-0.9746, -0.1506, 1.6673)  0.210
H (1.0665, 0.3623, 0.2671)  0.122
H (0.1610, -1.0169, -0.9734)  0.148
H (0.0999, 0.8095, -1.2214)  0.153

Values from the calculation:
multiplicity: 1
gap between HOMO and LUMO (alpha / beta): 0.2395 / 0.2395 Eh
HOMO (alpha / beta): -10.585 / -10.584 eV

*three*
DFT (ωB97M-V/def2-TZVPD) results for a 2-piece molecular cluster, C2H4FNO2 overall.

Last column: Löwdin charge in e.
Cartesian coordinates (Å):
F (-0.1034, -0.9302, 1.4918)  0.052
O (-1.2847, -0.8439, -1.6378)  0.071
O (-2.1168, -0.2141, 0.2566)  0.091
N (-1.2085, -0.6536, -0.4320)  -0.390
C (0.0925, -0.8204, 0.1945)  -0.139
C (0.8822, 1.1029, 0.0947)  0.158
H (0.7029, -1.5578, -0.1539)  0.110
H (0.2442, 1.5503, 0.7372)  0.014
H (0.8964, 1.3504, -0.8830)  0.006
H (1.8953, 1.0164, 0.3319)  0.028

Values from the calculation:
multiplicity: 1
gap between HOMO and LUMO: 0.3828 Eh
HOMO: -10.900 eV

Which structure wins on stability? *one* wins.